This record from OMol25 describes a cluster of 2 separate species, C3H11NOP in total at a distorted geometry. The level of theory is wB97M-V/def2-TZVPD.

Calculated values
E_LUMO (alpha / beta), eV: -6.06 / -5.00
Frontier orbital gap (alpha / beta), Ha: 0.30199 / 0.30977
ΔE to the lowest compared entry with this formula, charge and spin, kJ/mol: 448.2

The geometry in ORCA input format:
```
! RIJCOSX wB97M-V def2-TZVPD def2/J DEFGRID3
* xyz 1 1
C 2.81184 -0.21350 -0.32617
C -1.32132 -0.16905 -1.40166
C -1.53584 1.37744 1.20807
N 1.72037 -0.82949 0.37748
O -1.58213 -1.42497 0.92799
P -0.88614 -0.11883 0.31024
H 2.97172 0.83663 -0.15652
H 3.83420 -0.55757 -0.02720
H 2.87938 -0.19656 -1.46574
H -1.23665 1.00295 -1.80283
H -2.33999 -0.42440 -1.49263
H -0.81215 -0.70756 -2.08450
H -1.84590 1.00430 2.19344
H -2.44497 1.81292 0.71225
H -0.61522 2.10741 1.39312
H 1.63563 -1.72837 -0.10624
H -1.23284 -1.77136 1.74091
*
```